# 1
C51H50BrN2O3S2SbSe4Y | ωB97M-V with the def2-TZVPD basis set

```
115
C51H50BrN2O3S2SbSe4Y (ωB97M-V with the def2-TZVPD basis set)
C 6.277 3.673 -0.696
H 7.438 -5.611 2.091
C 1.332 -2.863 3.616
H 6.718 -5.141 -0.210
C 2.777 -0.640 2.834
H 7.873 1.974 1.982
H -4.051 0.383 2.524
Br -0.308 2.446 -1.596
Sb -3.859 -1.395 -1.376
H -4.627 2.481 -3.802
C 6.446 -3.875 2.930
C 0.569 -5.605 6.803
C 7.265 4.804 -0.687
H 7.031 5.520 -1.477
H -3.246 4.592 3.067
H -5.406 2.655 3.937
C 6.467 2.699 3.459
C 2.327 0.237 3.859
C 5.588 1.498 -1.498
C 0.246 -2.826 -0.889
C 4.424 1.611 -0.749
H 2.913 -4.394 6.158
C -3.774 2.548 2.544
C 0.838 -4.637 5.687
O 2.179 0.761 0.212
C 2.111 -4.112 5.488
C 5.255 2.514 4.052
H -4.249 5.008 -3.376
N -0.458 -3.247 -1.954
C 6.825 -4.746 1.877
C -0.182 -4.259 4.818
H -3.159 3.454 4.413
H 6.467 0.104 1.271
H -6.805 4.479 -0.641
C -5.252 2.781 2.864
H 7.428 2.443 -2.024
C -4.509 3.058 0.147
S 1.585 -1.804 2.221
C 5.674 -2.783 2.682
H 5.517 -3.742 -1.810
H 5.407 -2.112 3.487
C 5.095 3.758 0.029
H 1.353 0.093 4.308
H -6.309 2.948 -4.031
C 4.478 -1.963 -1.289
H 4.916 3.184 4.832
H -7.098 2.777 -1.015
H -5.903 2.065 2.357
C 6.429 -4.489 0.603
H 4.899 4.640 0.626
H -3.624 1.069 4.096
N 0.967 -1.763 -1.169
H 0.155 -3.305 0.074
C 0.719 -1.502 -2.502
Se -5.749 -0.074 -0.315
C 4.417 1.439 3.659
H 5.793 0.617 -2.094
H -1.179 -4.656 4.958
C 2.371 -3.223 4.456
H -1.173 -3.959 -1.932
H -5.904 1.656 -2.904
O -1.105 2.210 1.271
H -2.389 0.885 2.845
C 5.630 -3.349 0.310
H -5.583 3.787 2.605
C -3.432 1.131 3.023
H 7.099 3.522 3.764
S 3.210 0.312 -0.858
H -5.974 5.365 -3.404
H 1.173 -0.671 -3.018
C -5.154 5.033 -2.765
C 0.049 -3.378 3.775
H 4.154 -1.747 -2.299
C 5.228 -3.066 -1.016
H 1.328 -5.534 7.580
H -5.501 3.168 0.550
C 6.909 1.814 2.445
C -5.579 2.624 -3.287
C -2.181 2.598 0.530
O 0.264 -0.973 2.145
H -7.577 4.030 -2.155
C -3.024 3.130 -1.713
H 2.817 1.942 5.023
C 6.127 0.772 2.051
C 4.101 -1.097 -0.234
C -3.478 2.735 1.045
C 5.234 -2.492 1.357
H -0.642 -2.499 -3.961
H 0.568 -6.631 6.429
H -1.895 3.459 3.174
C -2.962 3.575 3.346
C 4.854 0.560 2.650
C 4.429 -1.350 1.073
H 8.282 4.450 -0.855
C 3.138 1.254 4.251
H 3.366 -2.824 4.319
C 3.986 -0.490 2.213
C -4.322 3.263 -1.217
Se -1.908 -0.518 -0.261
H 3.245 2.814 0.585
H -2.810 3.253 -2.766
H -0.404 -5.424 7.258
C -6.805 3.738 -1.442
C -5.460 3.659 -2.163
C 4.155 2.737 0.009
H 7.241 5.342 0.260
C -0.172 -2.400 -3.000
C -2.010 2.816 -0.840
H 6.781 -4.079 3.938
H -5.009 5.781 -1.984
C 6.510 2.527 -1.455
Se -4.323 -3.690 -1.429
Y 0.046 0.535 0.604
H -0.753 -3.078 3.115
Se -3.663 -1.052 -3.831
```

As for the charge: +1. The value obtained for the calculated total energy is -15563.3081 Eh. The calculation puts the gap between HOMO and LUMO (alpha / beta) at 5.7 / 5.7 eV. The LUMO energy (alpha / beta) comes out at -0.14851 / -0.14976 Ha. Its energy relative to the best compared isomer or geometry (same formula, charge and spin) is 0.000 eV. The highest occupied orbital energy (alpha / beta) is -9.73 / -9.73 eV.



# 2
C4H8O2 | ωB97M-V with the def2-TZVPD basis set

```
14
C4H8O2 (ωB97M-V with the def2-TZVPD basis set)
H 0.006 -2.286 0.924
H 0.689 1.909 -1.251
C -0.040 -0.647 -0.563
H 1.645 0.305 0.374
H -0.856 1.920 -0.380
O -1.350 -1.043 -0.167
O 0.088 0.279 1.645
H -0.362 -2.807 -0.809
H 0.596 2.601 0.387
C 0.557 0.433 0.325
C 0.227 1.803 -0.262
C -0.291 -1.999 -0.083
H 0.071 -0.498 -1.639
H -0.862 0.097 1.565
```

As for the SMILES: C[C@@H](O)[C@H]1CO1. The value obtained for the calculated total energy is -307.6425 Eh. The calculation puts the gap between HOMO and LUMO at 11.4 eV. The LUMO energy comes out at 0.03957 Ha. Its energy relative to the best compared isomer or geometry (same formula, charge and spin) is 1.902 eV. The highest occupied orbital energy is -10.32 eV.



# 3
C4H7NO2 | ωB97M-V with the def2-TZVPD basis set

```
14
C4H7NO2 (ωB97M-V with the def2-TZVPD basis set)
H 1.289 1.473 0.697
C 0.726 -0.227 -0.588
H -2.180 -0.762 -0.438
H -0.302 -1.937 -1.584
H 0.366 -2.339 0.014
C -0.054 -1.529 -0.599
C -0.399 0.596 -0.051
H -0.775 1.439 -0.635
O 2.103 1.366 -0.101
H -1.344 -0.950 1.129
O 0.073 1.274 1.308
N 1.956 0.123 -0.639
C -1.211 -0.718 0.074
H -0.249 2.191 1.414
```

As for the SMILES: O/N=C1/CC[C@H]1O. The value obtained for the calculated total energy is -361.7146 Eh. The calculation puts the gap between HOMO and LUMO at 9.3 eV. The LUMO energy comes out at 0.01373 Ha. Its energy relative to the best compared isomer or geometry (same formula, charge and spin) is 4.523 eV. The highest occupied orbital energy is -8.91 eV.



# 4
C20H55Fe2N7O11 | ωB97M-V with the def2-TZVPD basis set

```
95
C20H55Fe2N7O11 (ωB97M-V with the def2-TZVPD basis set)
C -3.146 1.923 5.843
H -2.638 -1.504 0.025
N 3.137 3.484 0.650
H 2.382 4.626 -1.806
H 1.669 5.961 0.731
N 0.074 1.154 3.361
H 0.313 -1.779 5.060
H -2.763 -1.745 -5.821
N 1.581 -0.493 0.060
O 0.634 -0.548 0.770
H 0.353 0.646 2.533
H 0.868 4.820 -3.573
H -2.737 0.078 -5.718
H 2.695 -6.507 2.420
H 0.203 5.077 0.575
H -2.076 -3.150 1.449
H 3.174 4.022 1.504
C 0.789 -0.933 4.564
C -3.750 0.559 -1.482
H 3.678 4.098 0.058
H -1.261 -3.677 2.834
H -0.829 -2.236 2.101
C -1.699 1.510 -0.307
H 1.535 1.373 -3.330
O 4.115 -2.036 -4.542
Fe 3.988 1.453 0.823
H -1.267 -0.428 3.635
H -0.805 1.268 5.959
H 2.415 0.133 -2.703
C -0.446 0.029 4.187
H -4.206 2.122 5.686
H -1.215 -0.877 -0.018
H 1.071 -4.601 2.954
H 2.305 0.264 -4.439
H 2.109 2.818 -1.765
N -2.075 -0.891 -0.548
C 0.110 4.742 -2.793
H 1.662 -3.344 1.964
H -6.359 1.634 -0.999
O -4.432 1.842 -1.549
H 1.264 -5.846 0.420
H -0.930 4.782 -3.116
H 0.140 -2.328 -3.866
O -2.535 1.109 4.874
C -2.755 0.431 -0.363
H -0.770 1.662 3.140
C -0.695 -0.081 -4.129
N 0.965 -1.950 -3.424
H -3.229 0.522 0.614
C 1.168 -4.314 1.907
H -3.209 1.371 6.781
H -0.325 0.021 -5.149
H -3.776 -0.973 -4.815
N 4.500 -2.201 -3.364
H 0.237 5.747 -2.392
C -1.301 0.494 5.372
H 3.183 -3.761 0.167
C -1.066 -3.268 1.842
C 1.973 -5.163 0.887
Fe 1.469 -3.300 -1.832
H 0.048 -0.726 -2.280
H -3.262 0.582 -2.456
O 3.674 -2.581 -2.543
H -5.536 3.102 -0.475
O -1.750 -1.140 -4.209
O -0.048 -3.989 1.175
H -2.008 2.405 0.234
H 1.251 2.878 0.459
H 3.300 -5.051 -0.607
C 3.121 -5.922 1.606
C 1.242 4.971 0.887
H 1.354 -1.236 3.682
C -2.753 -0.867 -5.175
H 3.768 -6.638 1.099
O 2.306 0.483 0.040
O 1.777 -1.437 -0.698
H 3.802 -5.147 1.959
C 0.461 -0.608 -3.282
H -0.882 1.119 0.299
H -2.540 2.823 5.952
N 2.572 -4.451 -0.247
O 5.693 -2.063 -3.109
H -1.553 -0.303 6.073
H -1.121 1.730 -1.204
C -5.405 2.035 -0.656
H -5.253 1.437 0.242
H -4.491 -0.235 -1.386
O 0.404 3.832 -1.800
H 1.524 -0.557 5.276
C 1.837 3.742 0.147
C 1.718 0.316 -3.521
H -1.144 0.805 -3.680
H 1.076 4.951 1.964
H 1.595 -1.905 -4.212
C 1.756 3.803 -1.461
```

As for the charge: +2. The value obtained for the calculated total energy is -4532.1590 Eh. As for the spin multiplicity: 9. The calculation puts the gap between HOMO and LUMO (alpha / beta) at 4.6 / 1.8 eV. The LUMO energy (alpha / beta) comes out at -0.26181 / -0.39556 Ha. Its energy relative to the best compared isomer or geometry (same formula, charge and spin) is 8.506 eV. The highest occupied orbital energy (alpha / beta) is -11.72 / -12.55 eV.



Question: Look up the calculated total energy of the fourth one.
Answer: -4532.1590 Eh